Entry 1:
Entry from the Open Molecules 2025 dataset: C23H20ClF5GaOPTe as an isolated structure (wB97M-V/def2-TZVPD).

The geometry in ORCA input format:
```
! RIJCOSX wB97M-V def2-TZVPD def2/J DEFGRID3
* xyz 0 1
C -1.02399 -1.64268 1.14241
C -1.03292 -1.90056 -0.22826
C 0.34092 -1.88162 -0.68657
H -1.91806 -2.10136 -0.83088
C 1.17104 -1.71037 0.48139
C 0.33589 -1.53725 1.57433
H 0.64706 -1.37923 2.57759
H -1.92491 -1.55723 1.73797
H 0.67901 -2.20843 -1.66939
H 2.23909 -1.75220 0.48449
Ga 0.65515 0.61818 -1.10578
Cl 2.79390 1.09593 -1.12761
P 0.08974 0.41087 -3.25912
C 1.15776 -0.72442 -4.25547
C 0.66536 -1.31538 -5.43095
H -0.39363 -1.23009 -5.68711
C 1.53450 -1.99393 -6.28418
H 1.12090 -2.43882 -7.17932
C 2.89262 -2.09069 -5.98647
H 3.55504 -2.62524 -6.66782
C 3.37236 -1.49339 -4.82390
H 4.42767 -1.55683 -4.60264
C 2.52136 -0.82050 -3.95425
H 2.91236 -0.34878 -3.04947
C -1.55791 -0.02122 -3.97728
C -2.15971 -1.23363 -3.60427
H -1.69899 -1.85937 -2.83562
C -3.32374 -1.64145 -4.25150
H -3.81810 -2.55605 -3.95095
C -3.88387 -0.88006 -5.27839
H -4.81185 -1.18358 -5.76611
C -3.23884 0.28534 -5.69228
H -3.62738 0.88221 -6.50610
C -2.08090 0.72034 -5.04872
H -1.56925 1.62462 -5.39116
C 0.41898 2.02271 -4.07424
C 1.04577 2.06430 -5.32670
H 1.43049 1.14539 -5.77746
C 1.16506 3.28152 -5.99761
H 1.66228 3.28892 -6.96037
C 0.66217 4.45108 -5.42595
H 0.77022 5.39413 -5.96199
C 0.02895 4.39242 -4.18492
H -0.36398 5.30524 -3.75799
C -0.09322 3.19132 -3.49198
H -0.58508 3.14810 -2.51671
F -1.52870 0.51645 2.42609
Te -0.32272 1.93986 2.14942
F 0.99435 3.31315 2.15244
F 1.01390 0.73407 2.80890
F -1.75286 2.97969 1.49836
F -0.82171 2.44951 3.91206
O 0.03301 1.51322 0.34732
*
```

Results
- LUMO energy (eV) = -1.7
- E_tot (a.u.) = -4457.3733
- HOMO (eV) = -7.3
- Kohn-Sham gap (eV) = 5.59
- molar mass (g mol⁻¹) = 671.15
- relative energy (zero: lowest compared OMol25 entry of this formula, charge and spin) (kcal per mole) = 28.6

For reference, the natural (NBO) charges in units of e are: C -0.2585; C -0.3383; C -0.4734; H 0.2001; C -0.2968; C -0.3018; H 0.2218; H 0.2170; H 0.2205; H 0.2224; Ga 1.4965; Cl -0.5175; P 0.8372; C -0.3255; C -0.2052; H 0.2346; C -0.2104; H 0.2228; C -0.2028; H 0.2243; C -0.1389; H 0.2147; C -0.2240; H 0.2571; C -0.2469; C -0.2222; H 0.2419; C -0.1938; H 0.2257; C -0.1870; H 0.2257; C -0.2109; H 0.2233; C -0.2180; H 0.2348; C -0.3690; C -0.2053; H 0.2359; C -0.1900; H 0.2217; C -0.1904; H 0.2256; C -0.2177; H 0.2258; C -0.1395; H 0.2201; F -0.5882; Te 3.4383; F -0.5794; F -0.5837; F -0.5913; F -0.5795; O -1.2814

Entry 2:
Entry from the Open Molecules 2025 dataset: C4H11LaO3 as an isolated structure (wB97M-V/def2-TZVPD).

The geometry in ORCA input format:
```
! RIJCOSX wB97M-V def2-TZVPD def2/J DEFGRID3
* xyz 0 1
C 1.90935 -0.33177 -1.34646
H 2.42644 0.36375 -2.02036
H 2.66678 -1.11521 -1.16926
H 1.03147 -0.89949 -1.69694
O -0.86615 2.72711 -2.46078
La -2.58038 4.34203 -2.57326
H -0.91581 1.88481 -1.88299
O 1.67593 0.40724 -0.06427
C -2.18843 -0.35844 1.13835
O -0.85499 0.02761 1.34196
C 0.08223 -1.00069 1.16109
C 1.46968 -0.39631 1.07470
H -2.75647 0.55524 0.92062
H -2.32923 -0.98471 0.23995
H -2.53211 -0.96295 1.99585
H -0.13332 -1.60079 0.25776
H 0.04309 -1.69035 2.02505
H 2.20916 -1.21550 1.11163
H 1.64273 0.24845 1.94738
*
```

Results
- LUMO energy (spin up / spin down) (eV) = -0.2 / -0.2
- E_tot (a.u.) = -416.1340
- HOMO (spin up / spin down) (eV) = -5.7 / -5.7
- Kohn-Sham gap (spin up / spin down) (eV) = 5.55 / 5.55
- molar mass (g mol⁻¹) = 246.04
- relative energy (zero: lowest compared OMol25 entry of this formula, charge and spin) (kcal per mole) = 0.0

For reference, the natural (NBO) charges in units of e are: C -0.2685; H 0.2126; H 0.1635; H 0.1774; O -1.3013; La 0.8156; H 0.4837; O -0.5395; C -0.2475; O -0.5383; C -0.0881; C -0.0752; H 0.1954; H 0.1599; H 0.1681; H 0.1603; H 0.1642; H 0.1596; H 0.1980

Entry 3:
Entry from the Open Molecules 2025 dataset: a 6-piece molecular cluster, C18H25N2O17 overall (wB97M-V/def2-TZVPD).

The geometry in ORCA input format:
```
! RIJCOSX wB97M-V def2-TZVPD def2/J DEFGRID3
* xyz -1 1
O -1.08141 1.19563 -6.61230
C -1.08836 0.07722 -6.02816
N -1.05302 -0.77417 -5.02260
N 0.25031 -1.30235 -4.90553
C 0.89505 -0.74940 -3.66574
C 0.35044 -1.46647 -2.32426
O 0.12999 -0.56545 -1.20719
H 2.00473 -1.02292 -3.76075
H 0.74574 0.40266 -3.64906
H 1.12955 -2.25300 -1.99153
H -0.60667 -2.06388 -2.53276
H 0.33335 0.36580 -1.45529
C 0.77383 -1.14051 2.30709
C -0.21834 -2.21261 2.62974
O 0.59353 -3.37974 2.72983
C 1.85276 -2.96632 3.02613
O 2.74915 -3.70037 3.34445
O 1.97004 -1.61667 2.91812
H 0.48782 -0.17086 2.71680
H 0.94333 -1.03578 1.23131
H -0.71877 -2.04619 3.58786
H -0.97355 -2.32866 1.85112
C -0.89179 4.70719 -5.58089
C 0.60189 4.70839 -5.46973
O 0.81835 4.90308 -4.07745
C -0.30091 4.47582 -3.43442
O -0.39002 4.34443 -2.24706
O -1.30718 4.21632 -4.31222
H -1.24926 4.06055 -6.38369
H -1.30307 5.71159 -5.72282
H 1.04422 3.75352 -5.76700
H 1.06280 5.50862 -6.05072
C -3.25277 -2.80161 7.32184
C -1.77738 -3.06201 7.37629
O -1.32387 -2.59517 6.11355
C -2.23342 -1.68463 5.67194
O -2.07198 -0.97781 4.71988
O -3.34787 -1.68159 6.45209
H -3.67219 -2.56920 8.30165
H -3.80965 -3.63597 6.88583
H -1.27978 -2.48966 8.16458
H -1.54474 -4.11978 7.50608
C -4.23498 4.52514 -3.24973
C -3.82224 3.58885 -2.15562
O -5.02600 3.41556 -1.41480
C -6.05885 3.68759 -2.25675
O -7.21101 3.47805 -2.00326
O -5.61533 4.22829 -3.42413
H -3.68222 4.35573 -4.17269
H -4.13387 5.57633 -2.96229
H -3.49713 2.61670 -2.53670
H -3.03384 4.00353 -1.52671
C 6.50983 -3.63395 3.12789
C 5.36430 -2.94310 2.45348
O 6.00223 -2.20148 1.41894
C 7.18373 -2.81947 1.15302
O 7.89179 -2.55440 0.22450
O 7.45832 -3.78037 2.07882
H 6.22849 -4.60551 3.53624
H 6.95440 -3.02907 3.92408
H 4.66001 -3.64499 2.00304
H 4.82152 -2.28148 3.12767
*
```

Results
- LUMO energy (eV) = 1.6
- E_tot (a.u.) = -2089.4339
- HOMO (eV) = -2.3
- Kohn-Sham gap (eV) = 3.92
- molar mass (g mol⁻¹) = 541.40

For reference, the natural (NBO) charges in units of e are: O -0.6504; C 0.7894; N -0.4149; N -0.6652; C -0.2776; C -0.0894; O -0.7808; H 0.1892; H 0.1221; H 0.1396; H 0.1739; H 0.4711; C -0.1131; C -0.1180; O -0.4852; C 0.9785; O -0.6260; O -0.4932; H 0.2027; H 0.2247; H 0.2067; H 0.2121; C -0.1056; C -0.1040; O -0.4847; C 0.9712; O -0.5874; O -0.4946; H 0.2320; H 0.1707; H 0.2084; H 0.1945; C -0.1019; C -0.1004; O -0.4834; C 0.9684; O -0.5715; O -0.4795; H 0.2025; H 0.1867; H 0.1843; H 0.2065; C -0.1016; C -0.1097; O -0.4864; C 0.9658; O -0.5893; O -0.4918; H 0.2165; H 0.1719; H 0.2007; H 0.2198; C -0.0995; C -0.1028; O -0.4834; C 0.9636; O -0.5820; O -0.4945; H 0.2021; H 0.1730; H 0.2038; H 0.2155

Entry 4:
Entry from the Open Molecules 2025 dataset: a 2-piece molecular cluster, C3HIO overall (wB97M-V/def2-TZVPD).

The geometry in ORCA input format:
```
! RIJCOSX wB97M-V def2-TZVPD def2/J DEFGRID3
* xyz 0 1
C -0.31214 0.00766 -0.40974
C -1.22059 -0.64994 -0.86745
C -2.84606 -1.75464 -2.46597
O -3.33758 -2.79436 -2.23319
I -3.02943 -0.14930 -3.69572
H 0.37718 0.62654 -0.09052
*
```

Results
- LUMO energy (spin up / spin down) (eV) = -2.1 / -2.1
- E_tot (a.u.) = -487.6225
- HOMO (spin up / spin down) (eV) = -9.4 / -9.4
- Kohn-Sham gap (spin up / spin down) (eV) = 7.22 / 7.23
- molar mass (g mol⁻¹) = 179.94
- relative energy (zero: lowest compared OMol25 entry of this formula, charge and spin) (kcal per mole) = 87.0

For reference, the natural (NBO) charges in units of e are: C -0.4250; C -0.2511; C 0.5021; O -0.4211; I 0.3976; H 0.1976